[1]
10
Properties=species:S:1:pos:R:3 method="wB97M-V/def2-TZVPD" smiles="C=N.C" max_force_ev_per_a=1.0 e_above_lowest_kj_mol=87.73 homo_ev=-10.01
H -2.379 -0.586 2.253
H -2.952 0.380 0.879
H 0.753 -0.383 -1.939
C -2.095 -0.145 1.299
H -1.621 -0.886 0.666
H 2.753 0.897 -2.032
H 3.097 0.279 -0.357
C 2.417 0.275 -1.199
N 1.387 -0.431 -1.148
H -1.359 0.600 1.578

=====

[2]
18
Properties=species:S:1:pos:R:3 method="wB97M-V/def2-TZVPD" smiles=C[C@@H]1C[C@H]1C.C#N max_force_ev_per_a=1.1 e_above_lowest_kj_mol=153.40 homo_ev=-10.38
H -0.772 1.222 -1.335
H 1.685 -0.251 0.349
N -0.874 3.423 -1.658
C 0.768 -0.668 -0.070
C -0.826 2.281 -1.500
H -0.522 -2.429 0.385
C -0.397 0.801 1.765
H -1.401 -0.180 0.055
H 0.647 1.016 2.023
H 0.495 -1.872 1.801
H 1.070 0.049 -2.095
C 0.832 -0.884 -1.566
H -0.852 1.749 1.458
C 0.043 -1.620 0.843
H -0.905 0.468 2.676
H 1.614 -1.608 -1.823
H -0.117 -1.271 -1.961
C -0.486 -0.227 0.652

=====

[3]
63
Properties=species:S:1:pos:R:3 method="wB97M-V/def2-TZVPD" max_force_ev_per_a=1.8 e_above_lowest_kj_mol=37.57 homo_ev="-7.29 / -7.05" multiplicity=4
C 1.064 2.113 -3.600
H -0.908 0.183 -2.576
O 1.031 -1.024 -1.240
O 0.824 2.044 -1.277
H 0.944 -3.349 2.508
H 1.437 -2.727 -2.393
H 1.806 1.519 3.797
H 3.475 -0.745 1.165
H 3.503 1.914 3.735
H 2.727 -1.455 -2.237
H -1.139 2.703 -1.385
O -0.666 -1.517 1.217
Co 0.082 0.141 0.073
C -1.949 0.005 -2.291
H -2.468 0.931 -2.566
H -4.633 -1.170 -2.268
C -3.221 -0.922 -0.607
H -2.139 2.076 2.737
C 2.310 1.687 1.785
H -3.731 -2.619 -1.750
H 0.642 1.134 -3.828
H -0.917 3.044 -3.800
H 1.254 -1.301 -3.278
H -1.886 -2.109 -2.865
H 2.610 -0.703 4.006
C -0.133 3.016 -1.660
H -2.954 -1.633 0.170
H 0.450 -2.912 0.225
O -1.939 -0.291 -0.899
C 2.717 1.380 3.209
H -2.021 -3.167 3.198
C 2.584 -0.593 1.789
H -1.303 -3.314 0.505
C -0.382 -2.896 0.926
H -0.613 -2.821 4.214
C -0.940 -1.371 2.635
O -0.812 1.613 1.191
H 2.166 -1.600 1.753
C 3.014 -0.124 3.174
H 1.456 2.367 1.738
H -2.732 -0.948 -3.958
H -1.837 -0.792 2.835
H 2.518 2.822 -2.119
H 0.074 3.979 -1.190
H 0.356 4.118 -3.457
C -3.670 -1.542 -1.919
C 1.651 -1.647 -2.305
H 4.087 -0.338 3.234
H -0.090 -0.850 3.079
C 1.829 1.980 -2.269
C -1.525 2.519 1.930
H -0.294 -4.662 2.303
H 2.425 1.071 -2.219
C -0.002 3.111 -3.209
H -3.887 -0.125 -0.272
H -0.907 3.251 2.478
C -0.091 -3.598 2.266
C -0.996 -2.792 3.193
H -2.241 3.082 1.312
C -2.543 -1.242 -2.924
O 1.791 0.459 1.262
H 1.723 2.473 -4.387
H 3.023 2.166 1.107

=====

[4]
15
Properties=species:S:1:pos:R:3 method="wB97M-V/def2-TZVPD" max_force_ev_per_a=1.3 e_above_lowest_kj_mol=27.91 homo_ev=-9.49
C -1.226 -0.300 1.580
H -1.654 -1.241 1.229
N -1.352 0.033 2.796
O 2.139 0.512 0.792
H -1.611 0.343 -2.515
H 2.945 0.664 1.301
H -1.831 0.903 -4.363
H 1.473 -2.177 -0.826
S -0.126 -0.317 -0.872
H -0.026 1.198 0.857
S -0.866 0.968 -3.437
N -0.625 0.438 0.557
C 1.353 -1.180 -0.410
N 2.313 -0.778 0.324
H -0.907 0.933 2.987